# Br2H2N2

A structure of composition Br2H2N2 (wB97M-V/def2-TZVPD, OMol25).

```
! wB97M-V def2-TZVPD RIJCOSX def2/J DEFGRID3
* xyz 0 1
Br 2.1599 1.7155 -0.0048
Br 2.3027 -1.5653 -0.0054
N 0.6308 -0.8600 0.3443
N 0.6223 0.8956 -0.3169
H 0.0666 -1.3351 -0.3319
H -0.1271 1.2615 0.2816
*
```

The electronic energy is -5258.5904 a.u. For the HOMO-LUMO gap, the calculation gives 9.0 eV. The LUMO energy comes out at -0.0050 hartree.

# Br2H2O2Si

A cluster of 2 separate species, Br2H2O2Si in total (wB97M-V/def2-TZVPD, OMol25).

```
! wB97M-V def2-TZVPD RIJCOSX def2/J DEFGRID3
* xyz 0 1
Br 2.3310 1.1580 -2.1951
Br -0.9514 2.1553 0.9650
Si -0.2053 0.2764 -0.0316
O 0.4314 -0.7180 1.1339
O -1.3232 -0.5535 -0.9061
H -1.3986 -1.5351 -0.6640
H 1.1162 -0.7830 1.6980
*
```

The electronic energy is -5589.2764 a.u. For the HOMO-LUMO gap (spin up / spin down), the calculation gives 6.6 / 6.6 eV. The LUMO energy (spin up / spin down) comes out at -0.0941 / -0.0941 hartree.

# Br2H4P2Si

A cluster of 2 separate species, Br2H4P2Si in total (wB97M-V/def2-TZVPD, OMol25).

```
! wB97M-V def2-TZVPD RIJCOSX def2/J DEFGRID3
* xyz 0 1
Br 0.2128 4.1983 2.7955
Br -1.7943 1.6460 4.2690
P -0.5108 0.0262 -1.0162
P -0.3188 -0.5365 1.0742
Si 0.3361 2.3941 4.3304
H -1.7311 -0.6696 1.1877
H -0.2643 0.6840 1.8137
H 0.7944 -0.2957 -1.3356
H -1.1024 -1.2572 -1.4740
*
```

The electronic energy is -6122.6292 a.u. For the HOMO-LUMO gap, the calculation gives 7.3 eV. The LUMO energy comes out at -0.0533 hartree.

# Br2IOP

A cluster of 2 separate species, Br2IOP in total (wB97M-V/def2-TZVPD, OMol25).

```
! wB97M-V def2-TZVPD RIJCOSX def2/J DEFGRID3
* xyz 0 1
I -4.9197 0.4090 0.0541
Br 0.8327 2.1952 -0.6404
Br -2.5708 0.1774 -0.4644
P 0.8694 -0.2813 -0.7797
O 0.9746 -0.7583 0.5684
*
```

Its structure (SMILES) is O=PBr.BrI. The electronic energy is -5862.3397 a.u. For the HOMO-LUMO gap, the calculation gives 7.7 eV. The LUMO energy comes out at -0.0787 hartree.